76
Properties=species:S:1:pos:R:3 method="wB97M-V/def2-TZVPD" charge=-1 multiplicity=3 e_lumo_ev="2.119 / 2.115" fmax_ha_per_bohr=0.009
C -0.546 2.412 4.441
C -0.118 1.688 3.174
O 0.216 2.570 2.122
C 1.547 3.100 2.128
C 1.518 4.620 1.875
O 2.554 5.155 2.651
B 3.312 3.977 3.181
O 2.215 2.942 3.319
H -0.594 1.717 5.284
H 0.170 3.193 4.677
H -1.534 2.862 4.311
H 0.711 1.007 3.387
H -0.948 1.087 2.793
H 2.098 2.573 1.323
H 0.545 4.998 2.214
H 1.635 4.856 0.806
H 4.134 3.564 2.315
H 3.872 4.195 4.245
C -4.882 -2.165 -0.994
C -3.526 -1.716 -0.440
C -2.398 -2.632 -0.920
C -2.467 -4.029 -0.308
C -2.478 -3.961 1.218
C -3.555 -3.032 1.798
N -3.484 -1.720 1.062
O -2.609 -0.918 1.540
C -4.945 -3.665 1.720
C -3.264 -2.749 3.270
C -3.302 -0.285 -0.916
H -4.921 -1.888 -2.048
H -5.053 -3.235 -0.940
H -5.697 -1.654 -0.479
H -1.442 -2.171 -0.654
H -2.434 -2.687 -2.012
H -3.342 -4.570 -0.679
H -1.596 -4.604 -0.629
H -2.623 -4.957 1.646
H -1.503 -3.604 1.563
H -5.709 -2.939 2.003
H -4.984 -4.493 2.428
H -5.196 -4.065 0.743
H -2.256 -2.373 3.416
H -3.384 -3.679 3.829
H -3.961 -2.010 3.665
H -4.092 0.369 -0.542
H -3.341 -0.279 -2.007
H -2.347 0.124 -0.600
C 1.324 0.585 -0.880
C 1.535 0.159 -2.332
C 2.358 -1.130 -2.424
C 3.810 -0.922 -1.999
C 4.473 0.198 -2.800
C 3.690 1.520 -2.785
N 2.260 1.207 -3.126
O 1.997 1.194 -4.383
C 3.819 2.236 -1.439
C 4.228 2.459 -3.861
C 0.154 -0.028 -2.950
H 0.575 -0.062 -0.420
H 2.211 0.519 -0.258
H 0.952 1.609 -0.823
H 2.328 -1.487 -3.458
H 1.878 -1.890 -1.800
H 3.867 -0.708 -0.929
H 4.368 -1.849 -2.155
H 5.476 0.398 -2.412
H 4.586 -0.124 -3.840
H 3.146 3.093 -1.390
H 4.841 2.605 -1.341
H 3.625 1.612 -0.573
H 4.248 1.987 -4.839
H 5.243 2.750 -3.583
H 3.616 3.358 -3.926
H -0.405 0.907 -2.896
H -0.385 -0.778 -2.367
H 0.187 -0.348 -3.988